Below is a molecular structure, C35H52OP4Sn at a distorted geometry, with properties calculated with ωB97M-V/def2-TZVPD.

Output
Charge: +4
ΔE to the lowest compared entry with this formula, charge and spin (kcal per mole): 135.53
Kohn-Sham gap (spin up / spin down) (eV): 4.3 / 4.6

Atoms and positions in Å:
Sn1 -0.163 0.677 -0.653
P1 0.087 -2.239 -2.073
P2 1.385 1.911 -2.409
P3 -2.257 0.448 -2.550
H1 -2.395 -0.311 2.915
C1 -3.439 -0.675 2.899
C2 -3.765 -1.646 2.032
H2 -3.017 -2.195 1.434
C3 1.284 -3.412 -1.304
C4 0.656 -2.340 -3.829
C5 -1.408 -3.329 -2.125
C6 1.474 3.645 -1.912
C7 3.091 1.304 -2.399
C8 0.910 1.925 -4.155
C9 -3.703 -0.302 -1.715
C10 -2.269 -0.305 -4.215
C11 -2.815 2.160 -2.874
H3 -4.153 -0.111 3.490
H4 -4.801 -1.940 1.873
H5 0.880 -3.800 -0.357
H6 2.222 -2.882 -1.088
H7 1.491 -4.248 -1.991
H8 1.359 -1.512 -4.010
H9 -0.188 -2.249 -4.527
H10 1.178 -3.294 -4.002
H11 -2.057 -3.071 -1.275
H12 -1.110 -4.385 -2.033
H13 -1.974 -3.194 -3.058
H14 2.080 4.175 -2.657
H15 1.946 3.737 -0.927
H16 0.474 4.095 -1.876
H17 3.719 2.020 -2.944
H18 3.155 0.326 -2.895
H19 3.469 1.202 -1.376
H20 1.552 2.654 -4.668
H21 -0.136 2.220 -4.295
H22 1.061 0.939 -4.613
H23 -4.620 0.190 -2.071
H24 -3.637 -0.176 -0.626
H25 -3.756 -1.377 -1.938
H26 -3.061 0.172 -4.814
H27 -2.467 -1.385 -4.166
H28 -1.304 -0.138 -4.715
H29 -3.732 2.110 -3.480
H30 -2.048 2.715 -3.431
H31 -3.028 2.692 -1.938
C12 -2.031 2.492 0.546
C13 -1.414 3.710 0.255
C14 -2.268 4.810 0.030
C15 -3.654 4.664 0.174
C16 -4.206 3.443 0.572
C17 -3.373 2.367 0.817
O1 -1.557 1.214 0.359
H32 0.366 1.328 0.351
H33 -0.328 3.813 0.213
H34 -1.867 5.795 -0.250
H35 -4.322 5.519 -0.008
H36 -5.275 3.328 0.715
H37 -3.711 1.396 1.156
C18 6.159 -0.961 1.905
C19 5.621 -1.023 0.614
C20 4.244 -0.910 0.419
C21 3.391 -0.734 1.528
C22 3.937 -0.642 2.817
C23 5.316 -0.769 3.005
P4 1.578 -0.703 1.275
C24 1.065 -2.323 1.959
C25 -0.305 -2.547 2.199
C26 -0.741 -3.775 2.685
C27 0.178 -4.803 2.931
C28 1.536 -4.595 2.682
C29 1.981 -3.364 2.196
C30 1.010 0.446 2.576
C31 0.571 0.031 3.831
C32 0.028 0.949 4.736
C33 -0.035 2.301 4.397
C34 0.475 2.741 3.174
C35 0.988 1.823 2.238
H38 7.236 -1.062 2.054
H39 6.278 -1.164 -0.246
H40 3.822 -0.966 -0.588
H41 3.284 -0.476 3.675
H42 5.728 -0.718 4.014
H43 -1.034 -1.749 2.035
H44 -1.804 -3.929 2.882
H45 -0.169 -5.764 3.315
H46 2.261 -5.389 2.870
H47 3.046 -3.210 2.013
H48 0.632 -1.020 4.127
H49 -0.349 0.598 5.697
H50 -0.479 3.018 5.094
H51 0.460 3.808 2.932
H52 1.556 2.206 1.373

Mulliken atomic charge list, values in e, 4 entries: atom 1 (Sn): 3.759, atom 2 (P): 0.906, atom 3 (P): 1.250, atom 4 (P): 0.782